No. 1
C52H62FN11O6P | ωB97M-V/def2-TZVPD

Each line ends with the Löwdin charge.
Atoms and positions in Å:
1 H -0.565 -8.001 3.297  0.099
2 N -1.138 7.768 4.079  0.058
3 H -7.138 -7.836 -6.362  0.093
4 H -0.543 3.413 1.812  0.026
5 H -5.597 -0.973 -4.068  0.108
6 H 11.707 0.459 -2.873  0.102
7 N -3.135 -6.282 1.960  0.063
8 N -1.341 0.192 5.673  0.044
9 H -0.733 -3.483 -1.243  0.081
10 O -3.317 -2.232 -1.683  -0.036
11 P -0.558 3.144 -0.498  0.856
12 H -3.753 0.196 -2.503  0.097
13 C 5.329 2.056 3.788  -0.070
14 C -5.415 -5.048 -4.444  -0.139
15 H -3.887 5.951 4.778  0.104
16 C 10.626 0.438 -2.811  -0.091
17 H 10.422 -1.512 -3.702  0.098
18 H -3.695 0.115 -8.422  0.096
19 C 0.879 2.860 6.671  -0.071
20 C 1.408 0.412 -0.078  -0.030
21 C -0.854 1.995 -2.780  -0.241
22 C -4.129 -0.168 -7.471  -0.078
23 O -0.785 0.094 0.945  0.118
24 H 4.497 2.831 -3.068  0.057
25 H -1.087 9.722 3.465  0.101
26 C 0.186 -0.352 0.465  -0.434
27 C 1.055 1.180 -1.439  -0.371
28 N 4.595 2.701 -2.060  -0.027
29 H 0.592 6.081 5.687  0.081
30 C -2.663 0.148 -2.252  -0.148
31 H -1.389 -1.471 -1.612  0.090
32 C 6.590 1.399 1.482  -0.152
33 H 1.817 1.161 0.631  0.101
34 H 0.304 1.992 6.965  0.085
35 N -6.525 -4.762 -5.132  0.044
36 C -1.124 -2.173 6.025  -0.085
37 O -2.233 3.298 -0.256  -0.310
38 H -2.613 1.471 -3.967  0.085
39 C -1.747 8.911 3.754  -0.156
40 C 7.266 2.184 2.404  -0.079
41 H -4.993 8.103 4.167  0.104
42 C -1.463 -7.830 2.718  -0.078
43 C -3.706 -7.289 1.294  -0.151
44 H 7.935 -1.467 -3.521  0.106
45 H 3.068 5.784 5.640  0.102
46 H 8.273 2.526 2.204  0.096
47 H 3.878 1.308 -0.658  0.093
48 H -1.202 -3.013 6.704  0.096
49 H -1.453 2.940 -2.669  0.080
50 H -0.822 4.134 6.361  0.101
51 C -6.626 -7.060 -5.807  -0.090
52 H 2.216 -0.305 -0.321  0.123
53 N 5.350 0.939 1.662  0.064
54 C -1.650 -3.985 -0.868  0.013
55 H 2.189 3.118 -1.077  0.087
56 N 3.031 3.830 6.258  0.045
57 H 0.921 3.533 1.136  0.019
58 H 7.107 3.133 4.328  0.103
59 C -5.469 -7.336 -5.087  -0.086
60 C -4.847 -6.311 -4.391  -0.059
61 C 9.931 1.507 -2.270  -0.078
62 H -4.973 -4.215 -3.916  0.085
63 H -0.496 -3.339 4.333  0.097
64 H -1.811 -3.767 0.211  0.086
65 H -4.598 -7.027 0.735  0.105
66 C -0.644 -1.247 3.875  -0.047
67 H -2.571 0.549 -1.223  0.085
68 C -0.731 -2.350 4.707  -0.073
69 N -0.332 1.679 -1.432  -0.237
70 C 2.155 2.245 -1.766  -0.150
71 H -4.726 -2.140 -8.093  0.102
72 C -3.913 8.009 4.143  -0.083
73 H -1.296 0.180 -3.940  0.107
74 H -0.344 -1.348 2.843  0.079
75 H -1.661 -9.860 2.044  0.102
76 C -5.185 -0.773 -5.052  -0.146
77 H 10.450 2.382 -1.900  0.099
78 C 3.599 1.618 -1.707  -0.250
79 H 7.961 2.242 -1.793  0.095
80 C 1.194 0.062 -2.569  -0.665
81 C -7.108 -5.762 -5.798  -0.164
82 F 0.218 -1.732 0.336  0.039
83 H 3.747 0.816 -2.456  0.115
84 H 2.791 1.891 6.877  0.102
85 H -8.005 -5.494 -6.348  0.098
86 C -4.119 0.714 -6.400  -0.158
87 C -3.304 6.813 4.483  -0.066
88 N -4.638 0.429 -5.202  0.057
89 H -1.731 -0.703 7.475  0.096
90 C 6.617 2.519 3.582  -0.085
91 C -5.241 -1.728 -6.048  -0.064
92 C 2.260 2.803 6.621  -0.160
93 C 1.039 5.133 5.958  -0.075
94 N 0.068 2.970 1.123  -0.163
95 H -3.946 -6.484 -3.820  0.098
96 H -1.591 -5.731 3.187  0.094
97 H 7.055 1.115 0.543  0.090
98 C -3.122 9.084 3.770  -0.078
99 N 7.842 0.384 -2.650  0.066
100 C -1.862 0.930 -3.351  -0.144
101 O 1.591 0.384 -3.704  -0.044
102 H 4.782 2.294 4.692  0.080
103 C -2.286 -1.373 -2.265  -0.161
104 C -2.032 -6.568 2.656  -0.153
105 H -3.726 -9.364 0.734  0.098
106 H -3.561 10.034 3.498  0.099
107 H 3.740 0.886 2.924  0.103
108 C 8.534 -0.633 -3.170  -0.149
109 O -3.326 -4.320 -2.509  0.085
110 C 2.415 4.969 5.935  -0.151
111 H -3.675 1.699 -6.492  0.101
112 C -4.702 -1.418 -7.285  -0.079
113 C 9.916 -0.657 -3.272  -0.079
114 C -2.074 -8.859 2.021  -0.090
115 C 8.548 1.431 -2.211  -0.162
116 C 4.747 1.273 2.803  -0.148
117 H -0.061 2.260 -3.516  0.116
118 C -0.957 -0.003 4.403  -0.130
119 H -2.699 2.529 -0.628  0.026
120 H -1.491 -5.081 -0.953  0.082
121 H -1.397 5.833 4.696  0.078
122 H -0.902 0.890 3.790  0.102
123 H 2.072 2.648 -2.800  0.113
124 C 0.258 4.051 6.333  -0.079
125 C -1.920 6.747 4.436  -0.149
126 C -2.838 -3.533 -1.746  -0.483
127 C -3.220 -8.588 1.292  -0.079
128 O 0.942 -1.149 -2.313  -0.046
129 H 5.498 2.238 -1.923  0.024
130 C -1.416 -0.890 6.453  -0.174
131 H -5.059 -8.339 -5.071  0.100
132 H -2.032 -1.710 -3.297  0.140
133 H -5.696 -2.688 -5.855  0.065

As for the total energy: -95612.7630 eV. The spin multiplicity is 1. The highest occupied orbital energy is -4.63 eV. The HOMO-LUMO gap is 0.2512 Eh. Its total charge is -1.

---

No. 2
C52H63F43N3O7 | ωB97M-V/def2-TZVPD

Each line ends with the Löwdin charge.
Atoms and positions in Å:
1 H 0.186 0.294 1.473  0.077
2 F 7.296 2.639 -0.651  0.114
3 F 2.670 -2.369 -4.520  0.084
4 C -3.963 1.158 2.132  -0.176
5 H 2.767 3.864 -0.804  0.119
6 F 4.162 -9.302 -4.154  0.096
7 O 6.374 4.627 0.838  -0.011
8 H 3.735 -4.008 -4.138  0.159
9 F 3.670 -3.521 -6.060  0.104
10 H -4.190 -0.326 3.781  0.113
11 O -9.438 -0.067 -4.054  0.043
12 F -7.901 3.964 -2.412  0.088
13 H 6.114 -1.649 -1.089  0.167
14 H -7.443 5.376 2.247  0.177
15 H -2.603 7.912 1.053  0.092
16 H -1.334 1.763 0.364  0.097
17 F 9.322 -5.764 0.258  0.101
18 C -6.608 5.018 2.856  -0.293
19 H -1.446 0.866 2.755  0.078
20 H -8.229 -1.756 -2.274  0.178
21 F -8.318 5.806 7.447  0.152
22 C -1.744 5.948 0.360  -0.221
23 F -5.693 4.460 2.019  0.079
24 F 6.346 -7.179 -5.949  0.150
25 H 4.851 3.805 -0.306  0.157
26 H -3.298 1.915 -0.438  0.093
27 N 2.797 1.005 2.181  0.100
28 F 6.721 -3.532 -0.917  0.089
29 C -9.621 1.294 -4.446  -0.043
30 H 2.100 0.263 2.070  0.105
31 F -5.845 3.813 5.891  0.088
32 C 9.749 -3.482 -0.250  -0.515
33 H -2.054 0.209 7.847  0.098
34 C 0.193 0.184 0.355  -0.147
35 H 1.647 5.430 1.293  0.083
36 F -6.335 -1.424 -2.804  0.089
37 C -0.659 4.063 -1.025  -0.045
38 H 6.919 4.324 1.592  0.113
39 F 1.001 -4.147 -6.013  0.133
40 C 4.760 -8.759 -5.236  -0.277
41 C -3.461 -0.130 2.948  -0.184
42 H 8.646 -1.103 -0.606  0.142
43 C 1.499 0.730 -0.359  -0.109
44 C 0.653 4.165 -0.322  -0.162
45 F 2.282 -5.780 -5.382  0.108
46 H 3.990 -8.281 -5.846  0.172
47 C 8.975 -1.585 -1.529  -0.042
48 O -1.091 -0.675 6.171  -0.257
49 F -0.906 -2.618 -2.014  0.132
50 H -0.384 6.857 1.858  0.110
51 C -1.811 4.912 -0.708  -0.018
52 C -1.101 0.857 -0.274  -0.205
53 H 10.512 -5.256 -1.256  0.180
54 F 8.579 -5.006 -1.643  0.082
55 C -1.986 0.194 3.476  -0.185
56 C 1.815 -4.554 -5.011  -0.433
57 F -7.051 4.029 3.654  0.094
58 C 0.714 5.228 0.719  -0.031
59 H -9.111 1.517 -5.386  0.146
60 H -2.579 -1.506 7.389  0.098
61 C 5.447 3.548 0.607  -0.207
62 F -7.327 0.272 -4.753  0.134
63 F 10.824 -3.406 0.563  0.153
64 H -3.085 -0.055 6.344  0.087
65 H 0.601 -5.789 -3.791  0.153
66 H -2.300 -2.190 5.284  0.122
67 F -7.450 3.152 7.200  0.102
68 H -2.124 0.793 4.425  0.110
69 F 3.819 -7.666 -2.038  0.123
70 H -3.465 -1.020 2.262  0.084
71 F -10.304 3.345 -3.563  0.108
72 H 1.719 2.107 3.637  0.136
73 H -2.793 4.811 -1.236  0.112
74 N 2.006 2.025 0.154  0.027
75 C 2.630 1.430 3.633  -0.143
76 H -4.192 0.735 -1.458  0.105
77 C 4.571 3.386 1.916  -0.102
78 F -5.547 7.095 2.736  0.093
79 C 2.281 0.232 4.534  -0.090
80 H 4.836 4.220 2.630  0.154
81 H -6.084 4.502 7.737  0.177
82 C 0.975 -4.765 -3.737  -0.034
83 O -0.209 -3.973 -3.601  0.048
84 C 9.600 -4.916 -0.761  -0.267
85 F 5.912 -9.591 -2.318  0.097
86 H 6.891 -6.662 -2.656  0.135
87 F 5.301 -9.780 -5.942  0.103
88 C -2.270 -0.494 6.994  -0.096
89 H 3.535 1.997 3.975  0.121
90 H -2.372 -0.835 0.432  0.104
91 F 5.567 1.294 -0.330  0.091
92 O 9.978 -2.572 -1.290  0.045
93 C 5.791 -8.753 -1.272  -0.297
94 H 1.630 2.849 -1.749  0.139
95 F 8.694 -3.080 0.487  0.134
96 H -1.484 -1.674 -4.370  0.181
97 F -8.422 5.043 5.434  0.139
98 C 2.595 2.096 1.323  -0.261
99 C -9.368 2.371 -3.373  -0.438
100 H 1.583 -4.741 -2.830  0.145
101 F -9.621 1.845 -2.152  0.130
102 C -6.889 6.893 4.639  -0.043
103 F 5.572 -2.814 -2.607  0.081
104 H -0.467 -2.472 5.352  0.120
105 F 1.179 -2.542 -2.569  0.123
106 F 5.065 -9.410 -0.331  0.094
107 H -5.513 1.319 0.584  0.104
108 F -8.208 -1.694 -4.877  0.149
109 C 2.010 -0.613 5.332  0.116
110 F -6.987 2.168 -3.214  0.085
111 F 6.883 -8.325 -4.203  0.141
112 H -4.949 -0.428 0.807  0.110
113 C 7.796 -2.014 -2.426  -0.435
114 C -5.969 6.163 3.643  -0.435
115 H -7.924 6.937 4.293  0.148
116 C -1.191 -1.157 3.695  -0.168
117 H 9.500 -0.800 -2.078  0.152
118 C -2.343 -0.105 -0.420  -0.152
119 H 6.785 -8.566 -0.855  0.175
120 F 0.319 -1.662 -5.187  0.108
121 C 5.841 -7.751 -4.834  -0.513
122 C 1.847 3.237 -0.709  -0.073
123 C -7.612 -0.973 -2.722  -0.274
124 C 6.338 2.276 0.280  -0.460
125 C 5.097 -7.444 -1.648  -0.430
126 C -6.685 4.219 6.870  -0.276
127 H 4.921 2.434 2.428  0.121
128 F 7.471 -0.935 -3.197  0.108
129 N 3.104 3.401 1.695  0.042
130 C -0.435 -1.593 -4.074  -0.268
131 C -2.928 6.872 0.756  -0.066
132 H -4.719 1.737 2.745  0.103
133 O 5.332 -6.703 -4.056  0.029
134 O -6.805 6.497 6.008  0.041
135 H 1.789 -1.223 6.236  0.082
136 H 5.589 -5.545 -2.451  0.126
137 F 5.016 -6.682 -0.516  0.102
138 C 5.804 -6.584 -2.712  -0.046
139 F -0.228 -0.362 -3.531  0.076
140 H 2.318 -0.036 -0.185  0.139
141 H -3.134 1.879 1.902  0.092
142 C -0.065 -2.689 -3.072  -0.516
143 C -0.454 6.076 1.056  -0.030
144 H -0.795 3.322 -1.847  0.098
145 H -7.833 3.560 -4.356  0.175
146 F 8.220 -2.969 -3.283  0.134
147 H -6.556 7.933 4.647  0.151
148 H -0.804 1.257 -1.285  0.089
149 H -3.718 6.969 -0.048  0.092
150 C 6.523 -2.457 -1.702  -0.288
151 C -1.287 -1.707 5.196  -0.225
152 C 3.022 -3.624 -4.874  -0.298
153 H 2.581 3.805 2.473  0.125
154 H 0.141 -0.927 0.145  0.127
155 C -8.140 -0.586 -4.105  -0.517
156 C -7.561 5.388 6.410  -0.516
157 F -7.602 0.084 -1.882  0.090
158 C -3.651 0.838 -0.473  -0.184
159 F 7.030 1.800 1.374  0.117
160 F -4.856 5.746 4.291  0.124
161 H -10.684 1.357 -4.687  0.151
162 H -1.704 -1.950 3.066  0.108
163 H -3.438 6.426 1.659  0.069
164 C -4.624 0.647 0.758  -0.194
165 C -7.995 3.043 -3.406  -0.297
166 H -0.124 -1.128 3.327  0.076
167 H 1.294 0.729 -1.465  0.131
168 H -2.284 -0.614 -1.421  0.095

As for the total energy: -190588.6422 eV. The spin multiplicity is 1. The highest occupied orbital energy is -11.37 eV. The HOMO-LUMO gap is 0.3071 Eh. Its total charge is +1.

---

No. 3
C52H65N13 | ωB97M-V/def2-TZVPD

Each line ends with the Löwdin charge.
Atoms and positions in Å:
1 C -5.517 -0.105 0.477  -0.145
2 H -1.316 -3.710 3.110  0.093
3 C 1.006 -0.798 -0.583  -0.157
4 H 1.180 -1.244 -1.551  0.091
5 C 1.581 0.812 -5.816  -0.151
6 C -2.159 -4.334 -0.949  -0.117
7 C 3.674 -5.515 -3.748  -0.137
8 H -2.221 -4.706 0.062  0.109
9 H -1.586 2.851 5.666  0.107
10 N 1.216 1.716 -3.811  0.043
11 C -0.170 -0.593 0.062  -0.115
12 N 1.504 -3.206 3.490  0.025
13 C -1.148 -3.544 -1.519  -0.113
14 C -3.674 1.980 3.235  -0.070
15 H -4.012 -4.839 -1.762  0.151
16 H -1.127 -0.912 -0.324  0.080
17 C 0.632 -4.819 2.287  -0.153
18 C -4.038 -1.809 0.602  -0.089
19 C -2.337 2.698 4.905  -0.165
20 C -4.216 3.415 -0.188  -0.170
21 H 0.451 3.036 2.590  0.086
22 C 1.931 1.851 -4.979  -0.140
23 N -4.072 -1.339 -0.733  0.053
24 C 2.034 -0.341 0.200  -0.154
25 N 1.429 0.411 1.193  0.012
26 C 0.696 0.033 -5.112  -0.132
27 H -3.814 5.455 -1.002  0.088
28 C 0.176 6.140 1.566  -0.141
29 H 1.409 2.255 -2.979  0.082
30 N -2.060 -3.305 3.661  0.048
31 C 3.161 0.403 3.745  -0.095
32 C 0.846 -4.434 3.592  -0.134
33 C 2.889 1.826 3.739  -0.122
34 C -4.093 3.224 3.782  -0.166
35 C 1.413 -5.140 -3.714  -0.111
36 H -3.885 -2.894 6.421  0.088
37 C -2.515 1.643 4.037  -0.105
38 H 4.213 -3.461 -3.945  0.092
39 H 0.172 -5.749 1.989  0.101
40 C 2.859 3.390 -2.153  -0.138
41 H 2.237 -1.980 1.934  0.077
42 H -1.933 6.188 1.222  0.122
43 H 3.685 3.493 2.551  0.104
44 H -5.090 3.419 0.445  0.106
45 H -3.316 -2.573 0.849  0.081
46 C 2.507 4.584 -2.779  -0.129
47 H -3.488 -3.398 -3.858  0.110
48 H -3.753 -1.791 -1.578  0.103
49 H 1.376 -4.080 0.361  0.097
50 H 3.599 2.701 -2.533  0.097
51 H 1.619 -2.636 4.316  0.137
52 H 0.554 -4.809 4.562  0.109
53 N -3.321 3.623 4.802  0.020
54 H 0.406 7.186 1.429  0.108
55 H 2.979 5.106 -3.598  0.091
56 C 2.121 -3.939 -3.837  -0.135
57 C 5.509 -1.148 -2.898  -0.121
58 H -1.674 1.650 -1.041  0.090
59 H -1.979 0.711 3.927  0.071
60 H 5.176 1.666 1.530  0.152
61 H -1.564 4.320 -1.893  0.079
62 H -5.033 3.722 3.596  0.103
63 C -4.874 -0.970 1.336  -0.130
64 H 1.698 -2.948 -3.923  0.081
65 C 3.670 2.434 2.765  -0.135
66 H -3.859 1.373 0.017  0.081
67 H 0.061 0.181 -2.911  0.091
68 H -0.190 -3.364 -1.054  0.065
69 H 4.102 -1.301 -5.910  0.111
70 H -0.941 -2.479 -3.397  0.087
71 H 1.007 6.190 -2.111  0.107
72 H 1.984 5.280 2.448  0.094
73 C 0.551 0.547 -3.801  -0.112
74 H -6.376 0.541 0.588  0.107
75 H 1.929 2.481 -0.342  0.088
76 H -4.098 1.406 2.424  0.060
77 H -3.395 4.478 5.333  0.159
78 C -2.565 -3.796 4.877  -0.130
79 H -2.397 -1.429 2.679  0.082
80 H 2.282 -7.188 -3.491  0.083
81 H 4.358 -0.726 2.257  0.108
82 C -3.514 -1.735 4.590  -0.106
83 C 5.612 -1.636 -4.185  -0.149
84 N 1.237 4.456 -0.924  0.048
85 H -5.312 0.065 -1.723  0.121
86 C 2.415 -6.127 -3.646  -0.129
87 H 6.166 -1.230 -2.045  0.093
88 C 1.763 -2.920 2.175  -0.111
89 H -1.961 3.846 1.951  0.125
90 N 3.496 -4.158 -3.806  0.033
91 H 3.110 -0.268 0.132  0.092
92 C -2.300 2.517 -0.890  -0.115
93 H 0.357 -5.367 -3.745  0.086
94 H 6.420 -2.275 -4.511  0.096
95 C -1.039 5.630 1.457  -0.194
96 C -1.583 -3.091 -2.779  -0.112
97 C 4.258 -0.552 -2.801  -0.132
98 C 4.481 -1.212 -4.902  -0.117
99 N -1.097 4.364 1.875  0.080
100 H 4.682 -5.898 -3.700  0.100
101 C -2.331 3.832 -1.309  -0.120
102 C -5.018 -0.379 -0.783  -0.174
103 H -5.062 -1.038 2.397  0.087
104 C -2.896 -3.488 -2.959  -0.132
105 N -3.490 2.280 -0.235  0.015
106 H 2.213 2.267 4.456  0.094
107 N 4.416 1.453 2.159  0.034
108 C 1.478 5.221 -2.046  -0.101
109 C 1.280 -3.961 1.430  -0.106
110 N 3.732 -0.423 -4.049  0.045
111 N -3.174 -4.281 -1.851  -0.010
112 C 1.958 3.289 -1.057  -0.122
113 H 2.651 2.620 -5.218  0.115
114 C 0.093 0.245 1.166  -0.095
115 C -3.579 4.407 -0.891  -0.106
116 H -4.130 -0.866 4.765  0.088
117 H 1.930 1.040 1.803  0.077
118 H 0.632 4.791 -0.188  0.081
119 C -2.660 -2.073 3.505  -0.160
120 H -0.492 0.697 1.954  0.094
121 H 0.356 -0.917 -5.498  0.091
122 H 1.919 0.559 -6.810  0.107
123 C -3.388 -2.825 5.465  -0.128
124 H 2.877 0.007 -4.372  0.065
125 C 0.215 3.990 2.142  -0.123
126 H 2.719 -0.335 4.399  0.089
127 C 0.962 5.130 2.132  -0.125
128 H -2.255 -4.713 5.356  0.092
129 H 3.763 -0.218 -1.901  0.078
130 C 4.017 0.208 2.678  -0.152

As for the total energy: -74344.6272 eV. The spin multiplicity is 1. The highest occupied orbital energy is -7.61 eV. The HOMO-LUMO gap is 0.2981 Eh.

---

> What is the spin multiplicity in the first record?

1